99
Properties=species:S:1:pos:R:3:forces:R:3:mulliken_charge:R:1 method="wB97M-V/def2-TZVPD" homo_lumo_gap_ev=6.86 lumo_energy_ev=3.8446 de_lowest_kcal_mol=0.0 total_charge=-2
Rb 0.2617 -0.0126 -0.1142 0.49 0.18 -0.04 0.466
C -0.0410 1.9081 -3.1575 0.02 -0.01 0.05 -1.009
C 0.3581 3.3789 -3.2660 -0.05 0.01 0.01 0.512
C 1.6619 3.5379 -4.0506 0.03 0.01 -0.02 -1.358
C 0.4234 4.1050 -1.9332 0.01 0.02 0.01 1.092
C -0.3128 5.2782 -1.8025 0.02 -0.02 -0.01 -1.006
C -0.2750 6.0404 -0.6460 -0.02 0.01 -0.03 -1.421
C 0.5176 5.6125 0.4050 0.01 0.00 0.02 -0.168
C 1.2633 4.4431 0.3201 -0.02 0.03 0.03 0.629
C 2.1242 4.0218 1.4948 0.00 -0.03 -0.03 0.926
C 3.3911 4.8777 1.5705 0.01 0.01 0.03 -1.537
C 1.3656 4.0520 2.8220 -0.01 0.00 0.03 -1.676
C 1.2274 3.6692 -0.8591 -0.02 -0.11 -0.07 -0.636
N 1.9024 2.4386 -0.9041 0.01 0.05 0.03 0.932
C 3.2021 2.4910 -1.1090 0.07 -0.08 0.04 -0.277
O 3.8978 3.4921 -1.4022 -0.01 0.04 0.04 -0.834
C 3.9642 1.1763 -0.9213 -0.02 0.05 -0.04 0.375
C 5.3493 1.2646 -0.8000 -0.04 0.00 -0.05 -0.917
C 6.0723 0.1092 -0.5697 0.06 -0.01 0.01 -0.600
C 5.4004 -1.0966 -0.4778 -0.03 0.00 -0.04 -0.784
C 4.0168 -1.1021 -0.6229 -0.02 -0.09 -0.02 0.423
N 3.3152 0.0138 -0.8381 -0.12 0.03 0.11 0.284
C 3.3016 -2.4498 -0.4837 0.09 0.10 -0.02 -0.681
O 4.0273 -3.4515 -0.2836 -0.02 -0.02 0.06 -0.867
N 1.9948 -2.3964 -0.5971 -0.10 -0.01 0.10 1.391
C 1.2362 -3.5368 -0.3310 -0.08 0.15 -0.03 -0.400
C 0.6364 -4.2636 -1.3838 0.06 -0.01 -0.03 0.859
C -0.2392 -5.3018 -1.0869 0.02 0.00 0.01 -0.954
C -0.5435 -5.6492 0.2215 -0.04 -0.02 -0.04 -1.268
C 0.0380 -4.9312 1.2531 0.07 -0.01 0.02 -0.547
C 0.9188 -3.8826 1.0024 -0.04 -0.02 0.01 0.943
C 1.5428 -3.1372 2.1662 0.02 0.02 -0.04 1.132
C 2.7208 -3.9339 2.7344 -0.01 -0.02 0.04 -1.705
C 0.5381 -2.7863 3.2631 -0.03 -0.01 0.04 -1.734
C 0.9629 -3.9985 -2.8446 -0.04 -0.02 0.00 0.309
C 2.4101 -4.3747 -3.1696 0.04 -0.02 -0.02 -1.371
C 0.6397 -2.5829 -3.3251 0.01 0.04 -0.02 -1.075
H -0.2822 1.4961 -4.1408 0.02 0.02 -0.02 0.461
H -0.9192 1.7792 -2.5220 -0.01 -0.01 -0.02 0.347
H 0.7844 1.3394 -2.7329 -0.02 -0.09 -0.02 -0.181
H -0.4314 3.8854 -3.8353 0.02 -0.01 -0.01 0.517
H 2.5037 3.1213 -3.4990 0.00 -0.01 0.01 0.160
H 1.8826 4.5931 -4.2265 0.00 0.00 0.00 0.348
H 1.5888 3.0321 -5.0185 0.00 -0.01 0.00 0.418
H -0.9274 5.5960 -2.6396 -0.01 0.02 0.01 0.319
H -0.8580 6.9507 -0.5656 0.00 0.00 0.00 0.364
H 0.5573 6.2002 1.3163 0.00 0.01 0.00 0.270
H 2.4261 2.9898 1.3094 0.01 0.01 0.00 0.063
H 3.1299 5.9237 1.7636 0.00 0.01 0.00 0.307
H 3.9409 4.8205 0.6313 -0.01 -0.01 -0.01 0.391
H 4.0388 4.5366 2.3841 0.01 0.00 0.00 0.383
H 1.1107 5.0734 3.1184 0.00 0.00 -0.01 0.313
H 1.9815 3.6263 3.6186 0.01 0.00 0.00 0.434
H 0.4389 3.4786 2.7670 0.00 -0.01 -0.01 0.377
H 5.8014 2.2414 -0.8926 0.01 -0.01 0.01 0.464
H 7.1510 0.1486 -0.4567 0.00 0.00 -0.01 0.370
H 5.8912 -2.0420 -0.2977 0.01 0.01 0.01 0.467
H -0.6909 -5.8476 -1.9096 -0.01 -0.02 0.01 0.299
H -1.2392 -6.4530 0.4307 0.00 0.00 0.00 0.285
H -0.1969 -5.1860 2.2809 -0.01 -0.01 -0.01 0.209
H 1.9389 -2.2013 1.7658 0.01 0.00 -0.01 0.046
H 2.3677 -4.8967 3.1194 0.00 0.00 0.01 0.320
H 3.1869 -3.3922 3.5629 0.01 0.01 -0.01 0.410
H 3.4668 -4.1161 1.9615 0.00 0.00 -0.01 0.367
H 0.2033 -3.6774 3.8032 0.00 -0.01 -0.02 0.328
H -0.3372 -2.2679 2.8666 0.01 0.02 -0.01 0.340
H 1.0041 -2.1238 3.9973 0.01 -0.01 0.00 0.469
H 0.3205 -4.6825 -3.4141 0.00 0.02 0.00 0.457
H 3.1175 -3.7447 -2.6335 -0.01 0.01 0.01 0.145
H 2.5925 -4.2709 -4.2438 0.00 0.01 0.00 0.471
H 2.6187 -5.4072 -2.8811 -0.01 -0.01 -0.01 0.315
H 1.2692 -1.8493 -2.8230 0.01 0.00 0.00 0.026
H -0.4022 -2.3264 -3.1319 -0.01 -0.01 0.01 0.119
H 0.8166 -2.5102 -4.4026 -0.01 -0.01 -0.01 0.513
F -9.3688 1.6407 1.8827 -0.01 0.01 -0.02 -0.277
C -8.8083 0.9388 2.8920 0.04 -0.01 -0.01 0.953
F -9.0443 1.6672 4.0145 0.00 0.02 0.03 -0.270
F -9.5415 -0.1875 3.0310 -0.01 -0.02 0.00 -0.281
C -7.3611 0.6633 2.6700 -0.06 0.00 -0.03 0.378
C -6.5754 1.5803 1.9788 0.01 0.00 0.03 -0.666
C -5.2265 1.3443 1.8041 0.01 0.00 -0.02 -0.555
C -4.6163 0.1839 2.3096 0.01 0.03 -0.01 0.693
C -5.4286 -0.7222 3.0114 0.01 0.03 -0.03 -0.609
C -6.7784 -0.4881 3.1874 0.02 -0.01 0.03 -0.643
C -3.2308 -0.0644 2.1042 0.02 -0.06 0.10 -0.264
C -2.0275 -0.2790 1.9278 -0.05 -0.08 0.00 -1.199
H -7.0219 2.4797 1.5740 -0.02 -0.01 0.00 0.360
H -4.6118 2.0544 1.2669 0.00 -0.01 -0.01 0.517
H -4.9746 -1.6188 3.4116 0.00 -0.01 -0.01 0.400
H -7.3841 -1.2070 3.7246 -0.01 0.01 -0.01 0.363
N -2.7709 -3.0794 0.4170 -0.05 0.27 0.06 -0.842
N -2.9472 -2.0400 -0.4903 0.02 -0.25 0.11 1.071
N -4.0968 -1.4386 -0.6453 -0.05 -0.04 -0.08 -0.904
C -3.7646 -0.4855 -1.5077 -0.04 0.08 0.05 -0.180
N -2.4748 -0.5295 -1.8562 -0.07 -0.18 -0.11 -0.489
N -1.9683 -1.5443 -1.1858 -0.07 0.17 -0.03 0.156
H -2.8360 -2.6107 1.3276 0.09 -0.01 -0.01 0.183
H -1.7957 -3.3671 0.3149 -0.06 -0.11 -0.08 0.478
H -4.4618 0.2499 -1.8684 -0.01 -0.01 -0.01 0.467